Entry from the Open Molecules 2025 dataset: 2 unconnected molecules or ions with the total composition C11H17N4O3 at a distorted geometry (ωB97M-V with the def2-TZVPD basis set).

Output
HOMO energy ... -3.531 eV
Total charge ... -1
Total energy ... -873.83062 Ha

XYZ file:
```
35
Properties=species:S:1:pos:R:3:forces:R:3
C 2.89251 -1.77361 1.00490 0.392 -0.826 -0.640
C 2.23068 -1.64377 -0.52049 0.816 -0.083 0.005
C 1.68878 -0.12557 -0.83436 1.608 -0.183 -0.765
N 1.57136 0.59003 0.49246 -1.500 1.434 -1.489
C 0.14412 0.92875 0.85965 -0.161 1.034 0.868
C -0.49227 2.14649 -0.03988 -5.292 5.746 -3.776
N -1.14744 3.08828 -0.65470 6.141 -8.723 5.527
C -0.85607 -0.40810 0.93722 -1.787 1.462 1.583
C -2.02049 0.01286 2.06158 -8.168 1.993 4.396
N -3.09975 0.30954 2.75603 10.293 -2.872 -6.463
N -1.54569 -0.71709 -0.37344 1.742 -5.266 0.777
C -1.83097 -2.05336 -0.51272 0.326 1.837 -0.727
C -2.51766 -3.02660 0.62228 -0.239 0.798 -0.315
C -1.50673 -2.78110 -1.98275 -1.569 -0.228 1.199
H 2.06688 -1.90740 1.82642 1.702 0.470 -1.552
H 3.56753 -2.75237 0.99605 -1.512 1.929 0.089
H 3.62160 -0.88346 1.26302 -1.789 -1.743 -0.558
H 3.11418 -1.89392 -1.26956 -1.950 0.478 1.403
H 1.40130 -2.45192 -0.68903 1.469 1.466 0.460
H 2.55914 0.42495 -1.43756 -1.910 -1.218 1.249
H 0.74191 -0.06808 -1.51919 1.612 -0.239 1.514
H 2.11191 1.49709 0.37078 -1.223 -1.383 0.547
H 0.17982 1.33220 1.98281 -0.171 -0.689 -2.575
H -0.27543 -1.30458 1.41678 -0.975 1.787 -1.019
H -3.40166 -2.39841 1.10288 2.074 -1.243 -0.808
H -1.71934 -3.29501 1.43605 -1.644 0.324 -1.459
H -3.03152 -3.99074 0.14206 1.558 2.112 0.949
H -1.29059 -3.92057 -1.70767 -0.237 2.524 -0.676
H -2.52453 -2.79636 -2.59099 2.262 0.128 0.986
H -0.62332 -2.27274 -2.55892 -1.923 -0.926 1.255
C -0.02651 6.81408 -0.47756 -0.714 3.211 0.233
O -1.22028 6.50677 -0.71112 -0.998 0.676 -0.103
O 0.74352 5.73526 -0.46720 1.403 -2.541 -0.042
O 0.51838 7.92029 -0.26488 -0.357 -0.389 -0.099
H -0.02339 5.15818 -0.65896 0.722 -0.856 0.027
```
Positions in Å, forces in eV/Å.